Record 1
Molecular formula: C3HIO
Method: DFT, ωB97M-V with the def2-TZVPD basis set

Computed properties:
- DFT total energy: -487.536013 a.u.
- E_HOMO (alpha / beta): -7.9986 / -10.0968 eV
- LUMO (alpha / beta): -0.264 / -3.387 eV
- Net charge: 0
- Expectation value of S²: 2.0663
- 2S+1: 3

CARTESIAN COORDINATES (ANGSTROEM)
C 0.18 0.00 0.82
C 0.45 1.04 1.57
C -0.01 -1.70 -0.01
O 0.69 -2.24 -0.83
I -1.89 -2.29 0.67
H -0.01 0.33 -0.29

=====

Record 2
Molecular formula: C42H38NNaO4P2S
Method: DFT, ωB97M-V with the def2-TZVPD basis set

Computed properties:
- DFT total energy: -3222.299220 a.u.
- E_HOMO: -8.1877 eV
- LUMO: 0.266 eV
- Relative energy (zero: lowest compared OMol25 entry of this formula, charge and spin): 10.71 kJ/mol
- Net charge: 0
- 2S+1: 1

CARTESIAN COORDINATES (ANGSTROEM)
Na 0.06 0.67 0.69
O 3.04 1.43 3.06
S 1.84 0.70 2.75
O 0.59 1.48 2.85
O 1.89 -0.06 1.49
C 1.67 -0.58 3.99
C 2.62 -0.63 4.99
C 2.55 -1.60 5.99
C 1.52 -2.52 5.98
C 0.56 -2.46 4.97
C 0.62 -1.51 3.96
P -0.70 -1.49 2.69
C -0.55 -3.12 1.89
C 0.55 -3.96 2.03
C 0.64 -5.14 1.30
C -0.38 -5.50 0.43
C -1.48 -4.67 0.27
C -1.56 -3.48 0.98
C -2.15 -1.67 3.78
C -2.91 -2.83 3.93
C -4.00 -2.85 4.79
C -4.34 -1.72 5.51
C -3.59 -0.56 5.37
C -2.51 -0.53 4.51
H 3.42 0.10 4.98
H 3.30 -1.63 6.77
H 1.45 -3.27 6.75
H -0.25 -3.18 4.98
H 1.35 -3.69 2.71
H 1.50 -5.78 1.42
H -0.31 -6.42 -0.13
H -2.27 -4.94 -0.41
H -2.41 -2.83 0.84
H -2.64 -3.72 3.38
H -4.58 -3.76 4.89
H -5.20 -1.73 6.18
H -3.85 0.33 5.93
H -1.93 0.38 4.40
C -1.20 4.96 1.82
C -1.41 3.94 0.72
C -2.23 2.77 1.23
C -0.05 3.47 0.19
C 0.73 4.54 -0.59
O 0.74 4.06 -1.96
C 0.24 2.81 -1.91
N -0.20 2.38 -0.80
C 0.19 2.09 -3.21
C -0.23 2.83 -4.31
C -0.37 2.24 -5.55
C -0.08 0.90 -5.70
C 0.38 0.16 -4.61
C 0.52 0.74 -3.35
P 1.15 -0.26 -1.94
C 2.86 0.40 -1.76
C 3.69 -0.28 -0.87
C 4.96 0.19 -0.60
C 5.43 1.34 -1.22
C 4.61 2.02 -2.10
C 3.33 1.55 -2.37
C 1.47 -1.90 -2.67
C 0.56 -2.91 -2.37
C 0.73 -4.19 -2.89
C 1.82 -4.47 -3.70
C 2.74 -3.47 -4.00
C 2.57 -2.19 -3.49
H -2.15 5.36 2.18
H -0.59 5.81 1.50
H -0.68 4.50 2.67
H -1.94 4.41 -0.12
H -1.72 2.27 2.06
H -2.44 2.04 0.45
H -3.20 3.11 1.61
H 0.52 3.10 1.05
H 1.77 4.65 -0.28
H 0.24 5.52 -0.60
H -0.45 3.89 -4.18
H -0.72 2.82 -6.40
H -0.19 0.41 -6.66
H 0.63 -0.88 -4.75
H 3.33 -1.16 -0.35
H 5.59 -0.35 0.10
H 6.42 1.71 -1.00
H 4.96 2.92 -2.59
H 2.72 2.09 -3.08
H -0.27 -2.71 -1.71
H 0.02 -4.97 -2.64
H 1.96 -5.46 -4.10
H 3.60 -3.68 -4.62
H 3.29 -1.42 -3.71

=====

Record 3
Molecular formula: C34H26F4N5O2P2PdS2
Method: DFT, ωB97M-V with the def2-TZVPD basis set

Computed properties:
- DFT total energy: -3741.887690 a.u.
- E_HOMO (alpha / beta): -6.6056 / -6.5524 eV
- LUMO (alpha / beta): -1.312 / -2.888 eV
- Relative energy (zero: lowest compared OMol25 entry of this formula, charge and spin): 285.65 kJ/mol
- Net charge: 0
- Expectation value of S²: 0.7716
- 2S+1: 2

CARTESIAN COORDINATES (ANGSTROEM)
Pd -1.32 -0.54 1.80
N 0.98 -2.25 1.10
C 1.62 -2.75 -0.11
C 2.64 -3.67 0.01
C 3.36 -4.02 -1.12
C 3.07 -3.41 -2.33
C 2.05 -2.49 -2.44
C 1.26 -2.15 -1.32
P -1.17 -1.47 -0.18
C -2.47 -2.45 -0.92
C -2.21 -3.29 -2.01
C -3.25 -4.03 -2.56
C -4.53 -3.93 -2.03
C -4.78 -3.09 -0.95
C -3.76 -2.34 -0.40
C -1.12 0.84 -1.98
C -2.41 0.43 -2.29
C -3.50 1.17 -1.85
C -3.31 2.33 -1.13
C -2.02 2.76 -0.86
C -0.93 2.02 -1.28
H 1.28 -1.27 1.22
H 1.30 -2.77 1.92
H 2.89 -4.09 0.98
H 4.16 -4.74 -1.04
H 3.65 -3.66 -3.21
H 1.84 -2.05 -3.40
H -1.22 -3.35 -2.43
H -3.06 -4.67 -3.41
H -5.33 -4.51 -2.47
H -5.78 -3.02 -0.55
H -3.95 -1.67 0.43
H -2.57 -0.48 -2.86
H -4.50 0.83 -2.09
H -4.16 2.91 -0.80
H -1.86 3.68 -0.30
H 0.07 2.38 -1.07
C -2.87 1.17 7.17
C -2.04 2.11 6.33
O -2.50 2.04 4.95
P -1.54 1.53 3.82
S -2.51 1.48 2.08
S -0.81 -0.32 4.11
O -0.39 2.61 3.90
C 0.86 2.53 3.17
C 0.75 3.16 1.80
H -2.57 1.25 8.22
H -2.73 0.14 6.85
H -3.93 1.42 7.10
H -0.98 1.87 6.38
H -2.17 3.15 6.63
H 1.16 1.47 3.12
H 1.58 3.05 3.79
H 0.06 2.60 1.17
H 1.74 3.15 1.33
H 0.41 4.19 1.88
F 1.48 0.45 0.10
C 2.10 0.81 -1.07
C 3.35 1.35 -0.95
F 3.83 1.47 0.30
C 4.11 1.80 -2.06
C 3.39 1.67 -3.28
C 2.13 1.13 -3.37
F 1.57 1.06 -4.59
C 1.43 0.64 -2.28
C 0.08 -0.06 -2.34
C 0.13 -1.24 -1.38
N -0.47 -2.34 1.10
C -0.21 -0.66 -3.67
N -0.50 -1.24 -4.61
F 3.95 2.10 -4.42
C 5.40 2.34 -1.95
C 6.09 2.42 -0.71
N 6.67 2.50 0.28
C 6.15 2.81 -3.07
N 6.79 3.21 -3.94

=====

Record 4
Molecular formula: C9H25BF5N4O4P3
Method: DFT, ωB97M-V with the def2-TZVPD basis set

Computed properties:
- DFT total energy: -2426.121216 a.u.
- E_HOMO: -9.4292 eV
- LUMO: -0.967 eV
- Net charge: 0
- 2S+1: 1

CARTESIAN COORDINATES (ANGSTROEM)
C 5.92 -0.20 1.01
C 4.42 -0.27 1.66
C 3.77 1.23 1.58
C 2.39 1.31 0.64
N 1.41 0.20 0.95
C -0.04 0.63 0.83
C -0.66 0.00 -0.56
P 0.50 0.26 -2.10
N -0.54 1.04 -3.36
O 0.94 -1.27 -2.80
N -1.14 -1.42 -0.46
F -0.18 -2.35 -0.25
C -2.23 -1.41 0.62
C -3.10 -2.82 0.63
C -1.49 -1.06 2.03
N -0.74 0.23 2.09
P -1.56 1.54 2.94
P -2.58 2.95 1.64
O -1.45 3.99 1.13
O -3.39 2.26 0.26
O -3.65 3.93 2.67
H 6.38 0.88 1.25
H 6.66 -0.99 1.48
H 5.90 -0.25 -0.18
H 3.72 -1.06 1.11
H 4.53 -0.53 2.82
H 4.50 2.04 1.10
H 3.50 1.67 2.65
H 1.98 2.40 0.78
H 2.78 1.13 -0.47
H 1.62 -0.16 1.93
H -0.10 1.79 0.73
H -1.62 0.66 -0.81
H -0.85 1.97 -2.94
H -1.45 0.51 -3.42
H 1.67 -1.16 -3.51
H -1.62 -1.66 -1.38
H -3.00 -0.54 0.37
H -2.44 -3.79 0.68
H -3.80 -2.86 -0.33
H -3.83 -2.84 1.57
H -0.69 -1.93 2.22
H -2.30 -1.21 2.90
H -2.65 0.89 3.69
H -2.83 2.57 -0.54
H -3.03 4.67 3.00
B -1.93 -2.20 -5.17
F -1.81 -3.64 -5.32
F -2.94 -1.70 -6.08
F -2.30 -1.88 -3.80
F -0.65 -1.57 -5.48

=====

Record 5
Molecular formula: C21H26N2O2
Method: DFT, ωB97M-V with the def2-TZVPD basis set

Computed properties:
- DFT total energy: -1075.816979 a.u.
- E_HOMO: -7.9833 eV
- LUMO: 0.720 eV
- Relative energy (zero: lowest compared OMol25 entry of this formula, charge and spin): 185.73 kJ/mol
- Net charge: 0
- SMILES: CCOc1ccc(C(=O)N2CCN(c3cccc(C)c3C)CC2)cc1
- 2S+1: 1

CARTESIAN COORDINATES (ANGSTROEM)
C -4.81 -2.66 0.28
C -5.56 -1.39 -0.14
O -5.09 -0.24 0.53
C -3.93 0.35 0.14
C -3.55 1.46 0.91
C -2.39 2.15 0.61
C -1.60 1.76 -0.47
C -0.39 2.54 -0.87
O -0.30 3.07 -1.96
N 0.60 2.63 0.06
C 0.64 1.88 1.30
C 2.09 1.44 1.59
N 2.81 1.15 0.37
C 2.42 -0.03 -0.30
C 1.67 -0.02 -1.47
C 1.30 -1.21 -2.07
C 1.67 -2.42 -1.51
C 2.44 -2.45 -0.36
C 2.86 -3.77 0.21
C 2.84 -1.26 0.24
C 3.76 -1.29 1.43
C 3.00 2.36 -0.41
C 1.82 3.35 -0.26
C -2.00 0.68 -1.24
C -3.15 -0.03 -0.94
H -3.76 -2.59 0.03
H -5.24 -3.52 -0.22
H -4.89 -2.80 1.36
H -6.61 -1.47 0.16
H -5.51 -1.25 -1.22
H -4.18 1.76 1.73
H -2.12 3.01 1.20
H 0.00 1.00 1.19
H 0.26 2.49 2.13
H 2.63 2.23 2.12
H 2.06 0.55 2.23
H 1.35 0.91 -1.91
H 0.71 -1.19 -2.98
H 1.36 -3.34 -1.98
H 2.61 -3.83 1.27
H 3.94 -3.91 0.12
H 2.36 -4.59 -0.31
H 4.55 -2.01 1.27
H 3.22 -1.59 2.33
H 4.20 -0.31 1.59
H 3.91 2.85 -0.05
H 3.15 2.09 -1.45
H 1.64 3.89 -1.19
H 2.01 4.07 0.54
H -1.40 0.39 -2.09
H -3.41 -0.87 -1.56

=====

Record 6
Molecular formula: C4H21N3O4
Method: DFT, ωB97M-V with the def2-TZVPD basis set

Computed properties:
- DFT total energy: -630.123828 a.u.
- E_HOMO: -9.2334 eV
- LUMO: 0.448 eV
- Relative energy (zero: lowest compared OMol25 entry of this formula, charge and spin): 197.93 kJ/mol
- Net charge: 0
- SMILES: NCC[C@H](N)CN.O.O.O.O
- 2S+1: 1

CARTESIAN COORDINATES (ANGSTROEM)
N -0.53 2.27 2.96
C -0.31 3.00 1.64
C -1.05 2.36 0.41
C -0.71 0.88 0.12
N 0.59 0.73 -0.68
C -1.99 0.30 -0.69
N -2.47 -1.02 -0.13
H 0.09 1.62 3.15
H -1.36 1.79 3.09
H 0.76 3.15 1.22
H -0.84 3.94 1.78
H -2.10 2.65 0.40
H -0.60 2.95 -0.47
H -0.63 0.12 0.96
H 0.20 0.53 -1.57
H 1.17 1.63 -0.69
H -2.79 0.98 -0.67
H -1.83 0.26 -1.79
H -1.62 -1.60 0.23
H -3.21 -1.06 0.51
O 3.42 -0.03 -0.04
H 2.49 -0.30 0.12
H 3.56 0.85 -0.19
O -0.87 -2.36 -2.00
H -1.42 -2.73 -1.39
H -1.28 -2.31 -2.85
O 0.80 -1.99 1.39
H 0.79 -2.91 1.07
H 0.84 -1.34 0.63
O 2.29 -2.70 -2.21
H 1.37 -2.91 -2.40
H 2.37 -1.77 -2.21

=====

What did the sixth record say?
Molecular formula: C4H21N3O4
Method: DFT, ωB97M-V with the def2-TZVPD basis set

Computed properties:
- DFT total energy: -630.123828 a.u.
- E_HOMO: -9.2334 eV
- LUMO: 0.448 eV
- Relative energy (zero: lowest compared OMol25 entry of this formula, charge and spin): 197.93 kJ/mol
- Net charge: 0
- SMILES: NCC[C@H](N)CN.O.O.O.O
- 2S+1: 1

CARTESIAN COORDINATES (ANGSTROEM)
N -0.53 2.27 2.96
C -0.31 3.00 1.64
C -1.05 2.36 0.41
C -0.71 0.88 0.12
N 0.59 0.73 -0.68
C -1.99 0.30 -0.69
N -2.47 -1.02 -0.13
H 0.09 1.62 3.15
H -1.36 1.79 3.09
H 0.76 3.15 1.22
H -0.84 3.94 1.78
H -2.10 2.65 0.40
H -0.60 2.95 -0.47
H -0.63 0.12 0.96
H 0.20 0.53 -1.57
H 1.17 1.63 -0.69
H -2.79 0.98 -0.67
H -1.83 0.26 -1.79
H -1.62 -1.60 0.23
H -3.21 -1.06 0.51
O 3.42 -0.03 -0.04
H 2.49 -0.30 0.12
H 3.56 0.85 -0.19
O -0.87 -2.36 -2.00
H -1.42 -2.73 -1.39
H -1.28 -2.31 -2.85
O 0.80 -1.99 1.39
H 0.79 -2.91 1.07
H 0.84 -1.34 0.63
O 2.29 -2.70 -2.21
H 1.37 -2.91 -2.40
H 2.37 -1.77 -2.21

=====

Which value of net charge does entry 4 give?
0